Version P
DFT (ωB97M-V with the def2-TZVPD basis set) results for a 6-piece molecular cluster, C18H36O18 overall.

ORCA input file:
```
! RIJCOSX wB97M-V def2-TZVPD def2/J DEFGRID3
* xyz 0 1
C 4.891 -4.318 0.283
O 4.433 -3.015 0.527
C 5.046 -2.289 1.378
O 6.025 -2.683 2.139
O 4.608 -1.039 1.505
C 5.241 -0.086 2.221
H 5.807 -4.475 -0.305
H 4.241 -4.854 -0.349
H 5.014 -5.038 0.977
H 6.347 0.134 2.124
H 5.230 -0.460 3.387
H 4.664 0.855 2.215
C -2.470 -5.259 3.311
O -2.880 -4.288 2.429
C -2.473 -4.396 1.252
O -1.960 -5.389 0.686
O -2.715 -3.350 0.443
C -2.284 -3.372 -0.899
H -2.933 -4.984 4.258
H -1.391 -5.208 3.559
H -2.795 -6.309 3.157
H -2.891 -3.757 -1.592
H -1.327 -3.774 -0.882
H -2.392 -2.350 -1.304
C 0.197 6.988 -1.466
O -0.391 5.763 -1.036
C -0.593 5.549 0.265
O -0.145 6.271 1.114
O -0.935 4.300 0.497
C -1.075 3.986 1.852
H -0.073 7.157 -2.655
H 1.174 6.978 -1.343
H -0.194 7.895 -0.765
H -0.091 4.144 2.447
H -1.347 2.957 1.854
H -1.939 4.595 2.332
C -6.345 -1.568 0.710
O -5.555 -1.060 -0.456
C -6.087 -0.828 -1.630
O -7.263 -1.005 -1.761
O -5.301 -0.471 -2.596
C -5.738 0.080 -3.783
H -5.731 -1.836 1.617
H -6.872 -2.450 0.498
H -6.697 -0.712 1.159
H -4.802 0.228 -4.548
H -6.179 0.914 -3.532
H -6.728 -0.390 -4.221
C 1.984 1.782 1.185
O 3.220 2.482 1.048
C 3.755 2.466 -0.206
O 3.227 2.036 -1.237
O 4.994 2.883 -0.152
C 5.876 2.464 -1.140
H 1.191 2.076 0.390
H 1.634 2.209 2.075
H 1.856 0.750 1.288
H 5.579 2.640 -2.200
H 6.036 1.312 -1.051
H 6.731 3.350 -1.203
C 2.137 -1.129 -1.612
O 0.723 -1.078 -1.915
C -0.166 -0.578 -1.045
O 0.253 -0.251 0.001
O -1.281 -0.269 -1.608
C -2.268 0.490 -0.850
H 2.658 -1.961 -2.087
H 2.352 -1.220 -0.609
H 2.642 -0.247 -2.076
H -2.784 -0.269 -0.363
H -2.824 1.110 -1.646
H -1.853 1.166 -0.075
*
```

The SMILES is COC(=O)OC.COC(=O)OC.COC(=O)OC.COC(=O)OC.COC(=O)OC.COC(=O)OC. The orbital gap is 10.85 eV.

=====

Version Q
DFT (ωB97M-V with the def2-TZVPD basis set) results for a 6-piece molecular cluster, C18H36O18 overall.

ORCA input file:
```
! RIJCOSX wB97M-V def2-TZVPD def2/J DEFGRID3
* xyz 0 1
C 0.986 0.482 -0.951
O 1.086 0.347 0.481
C 0.981 1.517 1.244
O 1.423 2.628 0.952
O 0.131 1.170 2.261
C -0.231 2.115 3.164
H 1.011 1.510 -1.313
H 0.157 -0.083 -1.377
H 1.875 0.026 -1.387
H -0.760 1.619 3.977
H -0.966 2.691 2.602
H 0.559 2.772 3.530
C -2.843 -0.335 1.833
O -3.766 0.282 2.782
C -5.063 -0.130 3.040
O -5.748 -0.807 2.231
O -5.448 0.312 4.193
C -6.804 0.055 4.706
H -2.266 0.325 1.185
H -3.306 -1.160 1.292
H -2.162 -1.071 2.260
H -7.546 0.470 4.023
H -7.075 0.332 5.725
H -7.128 -0.972 4.537
C 6.720 6.201 -4.340
O 5.517 5.376 -4.322
C 5.245 4.606 -3.207
O 5.991 4.470 -2.172
O 3.990 3.991 -3.217
C 3.783 2.970 -2.242
H 6.401 7.099 -3.812
H 7.002 6.524 -5.342
H 7.629 5.661 -4.074
H 2.712 2.913 -2.044
H 4.328 3.252 -1.342
H 4.145 1.984 -2.533
C -4.824 -4.754 4.229
O -4.414 -3.559 4.903
C -3.309 -2.880 4.642
O -2.490 -3.183 3.809
O -3.245 -1.965 5.567
C -2.220 -0.974 5.551
H -5.416 -5.469 4.801
H -4.070 -5.324 3.685
H -5.462 -4.475 3.390
H -2.731 -0.221 6.150
H -2.149 -0.513 4.565
H -1.315 -1.383 5.999
C 5.377 1.757 -5.734
O 5.115 0.372 -5.318
C 4.049 0.042 -4.647
O 3.173 0.768 -4.034
O 4.098 -1.254 -4.505
C 2.947 -1.835 -4.005
H 5.466 2.416 -4.870
H 4.682 2.104 -6.498
H 6.343 1.593 -6.212
H 2.997 -2.924 -4.019
H 2.115 -1.601 -4.669
H 2.775 -1.505 -2.981
C -0.962 -4.071 0.949
O -1.400 -2.915 0.270
C -1.783 -2.986 -1.019
O -1.953 -4.000 -1.721
O -1.672 -1.811 -1.559
C -1.921 -1.466 -2.915
H -1.759 -4.743 1.267
H -0.475 -3.759 1.873
H -0.205 -4.604 0.373
H -1.166 -1.777 -3.637
H -1.849 -0.380 -2.855
H -2.904 -1.864 -3.165
*
```

The SMILES is COC(=O)OC.COC(=O)OC.COC(=O)OC.COC(=O)OC.COC(=O)OC.COC(=O)OC. The orbital gap is 11.06 eV.

=====

Version R
DFT (ωB97M-V with the def2-TZVPD basis set) results for a 6-piece molecular cluster, C18H36O18 overall.

ORCA input file:
```
! RIJCOSX wB97M-V def2-TZVPD def2/J DEFGRID3
* xyz 0 1
C 0.454 1.807 2.072
O 1.572 2.657 1.698
C 1.460 3.982 1.703
O 0.509 4.592 2.150
O 2.645 4.560 1.429
C 2.675 5.959 1.375
H 0.430 1.990 3.130
H 0.632 0.923 1.562
H -0.489 2.127 1.625
H 3.733 6.168 0.971
H 2.535 6.400 2.420
H 1.981 6.304 0.542
C -0.509 -0.379 -1.144
O -1.032 -1.715 -0.886
C -1.446 -2.071 0.375
O -0.971 -1.568 1.427
O -2.403 -3.038 0.318
C -2.821 -3.479 1.700
H -0.329 -0.360 -2.302
H 0.497 -0.308 -0.755
H -1.053 0.497 -0.726
H -3.551 -2.688 2.102
H -2.204 -3.666 2.467
H -3.570 -4.029 1.381
C 3.517 -5.465 -0.519
O 3.311 -5.010 -1.791
C 2.728 -3.780 -2.019
O 2.400 -3.019 -1.174
O 2.513 -3.655 -3.242
C 2.100 -2.415 -3.836
H 3.638 -6.560 -0.443
H 2.757 -5.165 0.102
H 4.372 -5.040 -0.004
H 1.713 -2.604 -4.925
H 2.880 -1.619 -4.068
H 1.559 -1.840 -3.400
C -0.979 -1.674 4.700
O 0.124 -0.803 4.747
C 0.052 0.235 5.618
O -0.941 0.375 6.378
O 1.061 0.969 5.821
C 1.061 2.069 6.805
H -0.630 -2.558 4.319
H -1.766 -1.326 4.016
H -1.444 -1.945 5.736
H 2.065 2.187 6.758
H 0.830 1.715 7.910
H 0.448 2.933 6.702
C -2.454 0.559 -4.128
O -1.802 -0.541 -4.446
C -2.098 -1.835 -4.224
O -3.199 -2.204 -3.687
O -1.036 -2.635 -4.466
C -1.130 -3.972 -4.346
H -2.677 0.304 -3.152
H -3.469 1.003 -4.636
H -1.780 1.494 -4.099
H -2.013 -4.430 -4.863
H -1.091 -4.290 -3.191
H -0.092 -4.291 -4.639
C 1.674 3.166 -1.661
O 0.380 2.700 -2.003
C -0.725 3.362 -1.588
O -0.742 4.250 -0.841
O -1.925 2.774 -1.906
C -3.165 3.421 -1.546
H 2.203 2.704 -2.532
H 1.872 2.674 -0.780
H 1.795 4.406 -1.754
H -3.456 4.300 -2.071
H -3.141 3.563 -0.453
H -4.043 2.851 -1.816
*
```

The SMILES is COC(=O)OC.COC(=O)OC.COC(=O)OC.COC(=O)OC.COC(=O)OC.COC(=O)OC. The orbital gap is 10.53 eV.

=====

Which structure wins on stability? version Q wins.

=====

Version P
DFT (ωB97M-V with the def2-TZVPD basis set) results for a 2-piece molecular cluster, CH5INP overall.

ORCA input file:
```
! RIJCOSX wB97M-V def2-TZVPD def2/J DEFGRID3
* xyz 0 1
C 0.248 0.849 -0.729
N -0.609 -1.331 1.142
P -1.261 0.202 1.368
I 0.059 1.181 3.208
H 0.279 -0.209 -0.921
H 1.070 1.593 -0.410
H -0.321 1.336 -1.538
H -1.307 -2.021 1.392
H 0.381 -1.552 1.144
*
```

The orbital gap (alpha / beta) is 7.83 / 7.83 eV.

=====

Version Q
DFT (ωB97M-V with the def2-TZVPD basis set) results for a 2-piece molecular cluster, CH5INP overall.

ORCA input file:
```
! RIJCOSX wB97M-V def2-TZVPD def2/J DEFGRID3
* xyz 0 1
H -1.608 2.577 0.105
P -1.316 1.037 -0.015
N 0.172 1.234 0.177
C 1.172 0.333 0.505
H 2.082 0.462 -0.012
H 1.355 0.286 1.588
H 0.808 -0.796 0.324
I -0.640 -2.751 -1.019
H -2.026 -2.382 -1.652
*
```

The SMILES is [H]/P=N/C.I. The orbital gap is 8.24 eV.

=====

Which structure wins on stability? version P wins.

=====

Version P
DFT (ωB97M-V with the def2-TZVPD basis set) results for a 2-piece molecular cluster, C3H8O3 overall.

ORCA input file:
```
! RIJCOSX wB97M-V def2-TZVPD def2/J DEFGRID3
* xyz 0 1
C -0.161 1.578 1.479
C -1.031 0.639 0.641
C -0.240 -0.289 -0.215
O 0.823 0.118 -0.686
O -0.604 -1.544 -0.411
H 0.921 1.576 1.037
H -0.514 2.606 1.375
H -0.118 1.399 2.516
H -1.583 1.296 -0.022
H -1.693 0.121 1.335
H 0.122 -1.971 -1.212
O 1.311 -2.171 -1.747
H 1.208 -2.076 -2.721
H 1.559 -1.281 -1.370
*
```

The SMILES is CCC(=O)O.O. The orbital gap is 11.03 eV.

=====

Version Q
DFT (ωB97M-V with the def2-TZVPD basis set) results for one molecule with the formula C3H8O3.

ORCA input file:
```
! RIJCOSX wB97M-V def2-TZVPD def2/J DEFGRID3
* xyz 0 1
C -0.254 -1.527 -1.101
C 0.380 -0.159 -0.957
O -0.600 0.756 -0.306
C -0.083 1.589 0.647
O 0.675 0.922 1.662
O 0.127 -0.349 1.934
H -0.429 -1.964 -0.129
H -1.203 -1.451 -1.638
H 0.417 -2.177 -1.659
H 0.577 0.304 -1.932
H 1.323 -0.208 -0.409
H -0.947 2.101 1.103
H 0.647 2.322 0.263
H -0.629 -0.158 2.521
*
```

The SMILES is CCOCOO. The orbital gap is 11.11 eV.

=====

Which structure wins on stability? version P wins.

=====

Version P
DFT (ωB97M-V with the def2-TZVPD basis set) results for a 2-piece molecular cluster, C3H8O3 overall.

ORCA input file:
```
! RIJCOSX wB97M-V def2-TZVPD def2/J DEFGRID3
* xyz 0 1
O -2.493 -0.506 -0.257
C -1.817 -1.013 0.665
O -2.301 -1.715 1.791
H -0.874 -0.630 0.798
H -1.649 -2.372 2.106
C 0.138 1.156 -0.870
C 1.557 0.616 -0.666
O 1.536 -0.416 0.443
H -0.308 1.302 0.117
H 0.192 2.117 -1.374
H -0.462 0.487 -1.524
H 2.058 1.458 -0.236
H 1.982 0.181 -1.604
H 2.442 -0.665 0.612
*
```

The SMILES is O=CO.CCO. The orbital gap is 11.17 eV.

=====

Version Q
DFT (ωB97M-V with the def2-TZVPD basis set) results for a 2-piece molecular cluster, C3H8O3 overall.

ORCA input file:
```
! RIJCOSX wB97M-V def2-TZVPD def2/J DEFGRID3
* xyz 0 1
C -0.177 0.231 -1.645
C -0.880 0.202 -0.523
O -0.709 1.431 0.598
O -1.966 1.652 1.262
H -0.649 -0.099 -2.557
H 0.839 0.591 -1.688
H -1.890 -0.147 -0.377
H -2.020 2.617 1.252
C 1.508 -1.337 0.492
O 0.229 -0.845 0.879
H 1.426 -1.826 -0.481
H 1.817 -2.078 1.228
H 2.247 -0.535 0.428
H 0.224 0.143 1.132
*
```

The SMILES is C=COO.CO. The orbital gap is 9.65 eV.

=====

Which structure wins on stability? version P wins.

=====

Version P
DFT (ωB97M-V with the def2-TZVPD basis set) results for a 2-piece molecular cluster, C3H11NOS overall.

ORCA input file:
```
! RIJCOSX wB97M-V def2-TZVPD def2/J DEFGRID3
* xyz 0 1
C 1.902 -1.742 0.442
C 2.530 -0.492 1.017
S 2.076 1.013 0.216
H 1.952 -1.729 -0.648
H 0.800 -1.702 0.602
H 2.018 -2.720 0.915
H 2.438 -0.419 2.113
H 3.608 -0.629 0.990
H 0.760 1.057 0.446
N -1.992 1.676 -1.481
C -2.312 1.012 -0.199
O -1.949 -0.353 -0.001
H -2.849 2.129 -1.796
H -1.944 0.969 -2.224
H -1.794 1.552 0.587
H -3.393 1.104 -0.100
H -1.851 -0.726 -0.877
*
```

The SMILES is CCS.NCO. The orbital gap is 9.68 eV.

=====

Version Q
DFT (ωB97M-V with the def2-TZVPD basis set) results for a 2-piece molecular cluster, C3H11NOS overall.

ORCA input file:
```
! RIJCOSX wB97M-V def2-TZVPD def2/J DEFGRID3
* xyz 0 1
C 0.681 0.179 1.942
C 0.125 -0.085 0.464
N -0.450 1.171 -0.070
C 1.232 -0.602 -0.503
S 0.633 -1.056 -2.134
H 1.469 -0.556 2.167
H -0.091 0.155 2.652
H 1.296 1.051 1.900
H -0.680 -0.781 0.477
H -1.403 1.188 0.280
H 0.040 1.931 0.333
H 1.637 0.432 -0.597
H 2.116 -1.252 -0.100
H 1.339 -0.099 -2.784
O -2.694 -0.498 -0.970
H -3.255 -0.947 -1.482
H -1.996 -0.229 -1.576
*
```

The SMILES is C[C@@H](N)CS.O. The orbital gap is 9.98 eV.

=====

Version R
DFT (ωB97M-V with the def2-TZVPD basis set) results for a 2-piece molecular cluster, C3H11NOS overall.

ORCA input file:
```
! RIJCOSX wB97M-V def2-TZVPD def2/J DEFGRID3
* xyz 0 1
C 1.372 -0.624 -1.446
S 0.311 0.026 -2.748
C -0.643 -1.475 -3.101
H 0.787 -0.968 -0.593
H 2.060 0.134 -1.079
H 1.937 -1.427 -1.845
H -0.021 -2.218 -3.592
H -1.015 -1.885 -2.197
H -1.465 -1.120 -3.712
N 0.247 1.242 3.323
C -0.364 1.164 2.002
O -1.713 0.743 1.918
H 0.927 1.988 3.319
H -0.389 1.452 4.082
H -0.378 2.169 1.578
H 0.258 0.544 1.358
H -1.910 0.255 2.734
*
```

The SMILES is CSC.NCO. The orbital gap is 9.32 eV.

=====

Which structure wins on stability? version R wins.